Density functional theory data (ωB97M-V/def2-TZVPD) for a structure of composition C21H47LaOP3S.

```
74
Properties=species:S:1:pos:R:3:forces:R:3
La 0.13766 -0.27577 0.82433 1.014 0.354 1.383
P -1.76507 1.99373 0.89943 -1.162 1.079 -0.236
P -2.28511 -1.55348 1.84519 -1.842 -0.634 0.753
P 1.66302 1.68340 -0.65375 0.682 1.388 -0.926
H -1.29722 -2.43472 -1.21062 0.462 -0.171 0.218
C -0.22928 -2.17663 -1.24529 0.951 -1.125 0.475
C 0.72937 -2.72345 -0.43365 -0.932 0.017 -1.173
H 0.50821 -3.50317 0.30767 -0.076 0.350 -0.232
C -2.85431 1.98670 -0.57553 0.209 -0.229 -0.090
C -3.01216 2.18934 2.22859 0.146 -0.213 0.323
C -1.13937 3.71394 0.85541 0.372 -0.030 0.114
C -2.10814 -3.37636 1.87041 0.417 -0.067 -0.140
C -2.78821 -1.24901 3.57996 0.203 0.294 0.200
C -3.88605 -1.38988 0.96861 0.139 0.156 -0.315
C 2.99483 0.58802 -1.27483 -0.178 -0.452 0.205
C 2.67189 3.11302 -0.14854 -0.066 0.092 0.570
C 0.79732 2.38892 -2.10700 -0.195 -0.283 -0.096
H 0.03657 -1.51962 -2.08283 0.073 -0.038 0.511
H 1.80151 -2.48097 -0.53925 -0.480 -0.058 -0.197
H -3.51166 2.86525 -0.52565 0.127 -0.236 -0.078
H -3.46249 1.07336 -0.59645 0.087 0.260 -0.076
H -2.24610 2.03647 -1.48796 -0.242 0.027 0.110
H -3.49956 3.16446 2.09113 0.073 -0.299 0.047
H -2.52182 2.17634 3.21171 -0.201 0.055 -0.177
H -3.77329 1.40082 2.19779 0.200 0.215 0.020
H -2.00544 4.38618 0.91681 0.262 -0.116 -0.060
H -0.58006 3.92551 -0.06240 -0.163 -0.028 0.274
H -0.48583 3.89775 1.71777 -0.141 0.079 -0.182
H -3.10316 -3.83976 1.92626 0.326 0.088 0.014
H -1.51618 -3.67620 2.74515 -0.135 -0.020 -0.212
H -1.59302 -3.71839 0.96397 -0.282 -0.148 0.207
H -3.70303 -1.81495 3.80983 0.282 0.120 -0.105
H -2.97697 -0.18145 3.75244 -0.005 -0.308 -0.024
H -1.98990 -1.57017 4.26232 -0.234 0.049 -0.123
H -4.60267 -2.10634 1.39403 0.179 0.240 -0.118
H -3.73689 -1.61820 -0.09500 -0.203 0.017 0.179
H -4.28776 -0.37289 1.05271 0.050 -0.297 -0.015
H 3.56604 1.13168 -2.03617 -0.085 -0.231 0.053
H 2.61353 -0.34531 -1.71626 0.202 0.328 -0.046
H 3.66853 0.32471 -0.44676 -0.091 0.188 -0.112
H 3.22360 3.48912 -1.02020 -0.151 -0.126 0.175
H 3.38806 2.80093 0.62276 -0.137 0.194 -0.164
H 2.03569 3.91270 0.25023 0.216 -0.133 -0.083
H 1.54398 2.76806 -2.81681 -0.241 -0.117 0.081
H 0.14794 3.21438 -1.78754 0.293 -0.173 -0.064
H 0.16703 1.64296 -2.61068 0.245 0.216 -0.014
C 1.73763 -1.05716 -5.66751 0.311 -0.918 -1.454
C 1.16749 -0.52869 -6.84090 0.023 -0.266 0.524
C 1.14828 -1.29581 -8.00857 0.183 -0.009 0.185
C 1.73116 -2.56999 -8.01835 -0.050 0.114 0.228
C 2.41801 -3.04119 -6.88988 -0.117 0.238 -0.043
C 2.43882 -2.27433 -5.72256 -0.320 0.067 -0.134
S 1.55621 -0.26749 -4.11911 -0.478 -0.014 0.571
H 0.60949 -1.11381 -3.58576 0.513 0.521 -0.680
H 0.73180 0.46666 -6.79523 -0.101 -0.234 -0.161
H 0.66633 -0.89679 -8.90464 0.192 -0.181 0.317
H 1.63695 -3.20186 -8.90425 0.176 0.271 0.254
H 2.92621 -4.00880 -6.91535 -0.194 0.372 -0.008
H 2.96578 -2.61645 -4.83241 -0.135 -0.046 -0.231
C 2.52090 -0.93567 4.57633 -0.009 -0.203 -0.109
C 1.18287 -1.08145 3.86957 0.043 0.306 0.420
O 0.82466 0.12880 3.11459 -0.111 -0.273 -0.327
C 0.86030 1.38317 3.88673 0.084 0.102 0.016
C 0.06263 1.29054 5.16118 -0.136 -0.018 0.139
H 3.31739 -0.62204 3.88679 -0.226 -0.066 0.179
H 2.79693 -1.91626 4.98136 -0.011 0.222 0.004
H 2.45556 -0.22611 5.41298 0.107 -0.288 -0.284
H 1.19774 -1.89954 3.12692 0.029 0.125 0.097
H 0.36747 -1.27526 4.58322 0.288 -0.047 -0.284
H 1.91408 1.61594 4.07240 -0.217 -0.016 -0.020
H 0.45056 2.14441 3.21295 0.085 -0.152 0.007
H 0.49565 0.56172 5.84915 -0.119 0.177 0.037
H 0.07314 2.26277 5.65688 0.090 -0.035 0.000
H -0.98802 1.03367 4.99217 0.135 -0.026 -0.099
```
Positions in Å, forces in eV/Å.

Properties
Charge: +3
2S+1: 1
E_HOMO, eV: -15.090
Energy, Eh: -2356.48260
LUMO, hartree: -0.372

Löwdin population analysis, charges in e, atoms 1 to 5: 1.606 0.668 0.674 0.652 0.084